# 1
Density functional theory data (ωB97M-V with the def2-TZVPD basis set) for a structure of composition C16H18AsCrN5S4.

Summary:
electronic energy = -156938.0859 eV
expectation value of S² = 0.7772
multiplicity = 2
total charge = -1
largest force on an atom = 0.49 eV/Å
frontier orbital gap (alpha / beta) = 5.91 / 5.91 eV
ΔE to the lowest compared entry with this formula, charge and spin = 16.1 kJ/mol

Last column: natural (NBO) charge in e.
Element x y z (Å)
Cr1 1.3032 -1.2616 0.1317  0.598
C1 0.2484 0.6434 3.9119  -0.272
C2 1.1637 1.6872 3.9722  -0.164
C3 2.0911 1.8381 2.9635  -0.233
C4 2.0898 0.9443 1.8909  0.216
N1 1.1925 -0.0556 1.8401  -0.442
C5 0.3044 -0.2041 2.8238  0.065
C6 3.0228 0.9678 0.7522  -0.057
C7 4.0604 1.8913 0.6381  -0.208
C8 4.9231 1.8074 -0.4420  -0.238
C9 4.7540 0.7995 -1.3868  -0.189
C10 3.7211 -0.1196 -1.2718  -0.213
C11 2.8269 -0.0409 -0.2006  -0.228
H1 -0.4857 0.4800 4.6881  0.217
H2 1.1565 2.3739 4.8098  0.209
H3 2.8196 2.6351 2.9931  0.215
H4 -0.3658 -1.0508 2.7329  0.208
H5 4.2115 2.6642 1.3826  0.191
H6 5.7376 2.5147 -0.5407  0.199
H7 5.4499 0.7214 -2.2144  0.203
H8 3.6225 -0.9260 -1.9873  0.245
S1 1.3431 -6.0444 -0.2060  -0.737
As1 2.3261 -4.2133 -0.4988  0.992
S2 1.0007 -2.7240 -1.5617  -0.587
S3 2.2182 -2.8700 1.3319  -0.405
S4 4.2630 -4.0572 -1.2912  -0.740
C12 -4.8503 1.2708 -0.7455  -0.612
C13 -4.5922 0.0859 -1.6686  -0.224
C14 -4.5446 -1.2250 -0.8918  -0.615
C15 -3.3401 0.2824 -2.5206  -0.208
N2 -2.1111 0.3181 -1.7344  -0.192
C16 -1.2920 -0.6654 -1.3785  0.216
N3 -0.3313 -0.1489 -0.6455  -0.345
N4 -0.5793 1.1777 -0.5601  -0.024
N5 -1.6451 1.4691 -1.1955  -0.060
H9 -5.7990 1.1447 -0.2216  0.211
H10 -4.8873 2.2127 -1.2955  0.211
H11 -4.0646 1.3624 0.0063  0.218
H12 -5.4115 0.0247 -2.3934  0.205
H13 -3.7674 -1.2028 -0.1245  0.212
H14 -4.3489 -2.0814 -1.5404  0.216
H15 -5.4924 -1.4034 -0.3828  0.218
H16 -3.3714 1.2187 -3.0755  0.227
H17 -3.2227 -0.5344 -3.2328  0.222
H18 -1.3475 -1.7065 -1.6604  0.278

# 2
Density functional theory data (ωB97M-V with the def2-TZVPD basis set) for a structure of composition C33H49N3O3PS2TeTl.

Summary:
electronic energy = -88578.9898 eV
expectation value of S² = 0.7641
multiplicity = 2
total charge = -1
largest force on an atom = 0.62 eV/Å
frontier orbital gap (alpha / beta) = 6.91 / 6.99 eV
ΔE to the lowest compared entry with this formula, charge and spin = 2.1 kJ/mol

Last column: Löwdin spin population.
Element x y z (Å)
Tl1 -0.2125 -1.4051 -2.8757  0.031
C1 4.9228 -2.3180 -0.8447  0.000
C2 4.4926 -1.3707 -1.9705  0.000
C3 4.6941 0.0805 -1.5440  0.000
C4 5.3047 -1.6613 -3.2283  0.000
N1 3.0788 -1.5635 -2.3477  0.000
N2 2.1317 -1.2708 -1.3329  0.000
H1 5.9988 -2.2545 -0.6677  0.000
H2 4.6827 -3.3528 -1.0989  0.000
H3 4.4247 -2.0749 0.0955  0.000
H4 5.7607 0.3016 -1.4724  0.000
H5 4.2432 0.2866 -0.5723  0.000
H6 4.2494 0.7579 -2.2757  0.000
H7 6.3577 -1.4204 -3.0736  0.000
H8 4.9218 -1.0728 -4.0622  0.000
H9 5.2394 -2.7178 -3.4997  0.000
H10 2.9250 -2.5407 -2.5827  0.000
H11 2.0269 -0.2702 -1.2278  0.000
H12 2.3709 -1.6876 -0.4372  0.000
C5 -0.8175 -5.6865 1.5805  0.000
C6 -1.7291 -6.2091 0.4844  0.000
C7 -3.1759 -5.7816 0.6684  0.000
O1 -1.2931 -5.8797 -0.8565  0.000
P1 -0.5259 -4.5545 -1.3720  0.001
S1 1.3938 -4.5936 -1.0295  0.000
S2 -1.4965 -2.9163 -0.7624  0.002
O2 -0.7335 -4.7328 -2.9580  0.002
C8 -1.8744 -5.2173 -3.6910  0.000
C9 -1.8695 -6.7369 -3.7318  0.000
C10 -3.2040 -4.6524 -3.2272  0.000
H13 -1.1554 -6.0987 2.5345  0.000
H14 -0.8484 -4.5991 1.6394  0.000
H15 0.2143 -5.9829 1.4058  0.000
H16 -1.6835 -7.3031 0.4920  0.000
H17 -3.2714 -4.7035 0.5532  0.000
H18 -3.5195 -6.0638 1.6662  0.000
H19 -3.8177 -6.2697 -0.0670  0.000
H20 -1.6770 -4.8471 -4.7014  0.000
H21 -2.1282 -7.1534 -2.7603  0.000
H22 -0.8838 -7.1059 -4.0149  0.000
H23 -2.5961 -7.0803 -4.4719  0.000
H24 -3.4604 -5.0101 -2.2308  0.000
H25 -3.9794 -4.9760 -3.9257  0.000
H26 -3.1920 -3.5645 -3.1937  0.000
C11 2.4626 5.9369 5.3984  0.000
C12 2.0198 5.0506 4.2644  -0.002
C13 1.8233 3.6900 4.4496  0.005
C14 1.4156 2.8556 3.4111  0.012
C15 1.2164 1.3958 3.7188  0.003
C16 1.1895 3.3955 2.1342  0.084
Te1 0.7426 2.0546 0.4358  0.153
N3 -0.0665 1.1666 -1.5194  0.572
C17 -1.1962 1.4824 -2.1068  0.050
O3 -1.8314 0.6769 -2.8458  0.038
C18 -1.8029 2.8456 -1.9015  0.014
C19 -3.1637 2.9433 -1.6357  0.003
C20 -3.7483 4.1853 -1.4448  0.001
C21 -2.9877 5.3428 -1.5602  -0.001
C22 -1.6360 5.2507 -1.8597  0.000
C23 -1.0443 4.0043 -2.0142  -0.001
C24 -1.1216 1.5143 1.2755  0.000
C25 -1.4049 0.1491 1.2893  0.001
C26 -2.6185 -0.3202 1.7682  0.000
C27 -3.5567 0.5851 2.2427  0.000
C28 -3.2755 1.9398 2.2206  0.000
C29 -2.0634 2.4347 1.7382  0.001
C30 -1.8410 3.9204 1.7297  0.002
C31 1.3822 4.7690 1.9366  0.003
C32 1.1246 5.4685 0.6246  0.012
C33 1.7927 5.5706 3.0010  0.002
H27 2.6425 5.3556 6.3028  0.000
H28 1.7072 6.6907 5.6302  0.000
H29 3.3846 6.4669 5.1506  0.000
H30 1.9963 3.2600 5.4318  0.001
H31 1.5494 1.1727 4.7331  0.000
H32 1.7674 0.7563 3.0261  0.001
H33 0.1672 1.1115 3.6334  0.000
H34 -3.7464 2.0336 -1.5700  0.000
H35 -4.8039 4.2538 -1.2113  0.000
H36 -3.4500 6.3124 -1.4213  0.000
H37 -1.0377 6.1481 -1.9594  0.000
H38 0.0122 3.9202 -2.2358  0.000
H39 -0.6781 -0.5606 0.9119  0.000
H40 -2.8187 -1.3830 1.7542  0.000
H41 -4.5121 0.2379 2.6175  0.000
H42 -4.0193 2.6479 2.5709  0.000
H43 -2.8001 4.4399 1.7456  0.000
H44 -1.2993 4.2350 0.8361  0.002
H45 -1.2562 4.2421 2.5938  0.000
H46 0.9062 4.7730 -0.1826  0.011
H47 1.9857 6.0723 0.3305  0.000
H48 0.2697 6.1436 0.7180  0.000
H49 1.9336 6.6353 2.8312  0.000

# 3
Density functional theory data (ωB97M-V with the def2-TZVPD basis set) for a cluster of 2 separate species, C6H9N2O2 in total in a non-equilibrium geometry.

Summary:
electronic energy = -13443.9660 eV
total charge = -1
largest force on an atom = 5.38 eV/Å
frontier orbital gap = 7.72 eV
ΔE to the lowest compared entry with this formula, charge and spin = 173.4 kJ/mol

Last column: natural (NBO) charge in e.
Element x y z (Å)
C1 1.7034 -0.8381 -2.7198  -0.775
C2 1.6938 -1.7324 -1.4033  0.792
O1 2.2395 -1.3335 -0.3609  -0.833
O2 1.1388 -2.7701 -1.6811  -0.764
H1 1.6611 0.0978 -2.1716  0.202
H2 0.9675 -1.2023 -3.3853  0.209
H3 2.6440 -0.8822 -3.1351  0.193
C3 -2.2852 2.0124 0.6247  -0.633
C4 -0.2952 -0.2955 2.6844  0.102
C5 -0.3537 0.3088 0.5001  -0.106
C6 -1.3979 0.9114 1.1853  0.099
N1 0.3196 -0.5052 1.4351  -0.497
N2 -1.3830 0.5890 2.4433  -0.513
H4 1.2119 -0.9871 1.3074  0.474
H5 -0.0128 -0.6674 3.6654  0.198
H6 -0.2414 0.4024 -0.5880  0.226
H7 -3.3142 1.8399 0.9823  0.207
H8 -2.3902 2.1712 -0.4481  0.210
H9 -1.9060 2.8811 1.0653  0.209

# 4
Density functional theory data (ωB97M-V with the def2-TZVPD basis set) for a structure of composition C20H58AgBN3O9Rb in a non-equilibrium geometry.

Summary:
electronic energy = -49884.4375 eV
expectation value of S² = 2.0117
multiplicity = 3
total charge = +2
largest force on an atom = 4.55 eV/Å
frontier orbital gap (alpha / beta) = 7.84 / 3.88 eV

Last column: Löwdin spin population.
Element x y z (Å)
Rb1 2.5226 10.3826 -2.3940  0.000
Ag1 5.5628 8.5752 -4.0309  0.250
C1 3.7055 6.9117 0.1308  0.081
C2 4.9320 7.7706 -0.4984  0.085
O1 4.8613 7.9087 -1.9331  0.793
H1 3.6458 5.8808 -0.2183  0.002
H2 2.8409 7.4223 -0.2935  0.000
H3 3.6998 6.9229 1.2207  0.003
H4 5.8408 7.2990 -0.1245  0.000
H5 4.6753 8.7330 -0.0558  0.030
B1 3.5502 8.9480 -5.2597  0.019
H6 4.5054 8.6812 -5.6847  0.007
H7 3.4611 8.4826 -4.2903  -0.001
H8 3.5607 10.0154 -5.1020  0.009
H9 2.7304 8.6508 -5.8952  0.001
C3 5.7844 3.1584 -2.9104  0.001
O2 6.5144 3.5170 -4.0913  0.018
C4 6.2232 2.8367 -5.2912  0.007
C5 4.9566 3.4980 -5.9418  0.014
N1 5.3683 4.6355 -6.6994  0.089
C6 4.2783 5.4815 -7.1604  0.007
C7 3.4652 4.9151 -8.3274  0.006
O3 4.2690 4.0351 -9.1710  0.000
C8 3.6234 3.4895 -10.3605  0.000
H10 6.1916 3.6985 -2.0556  0.000
H11 5.8555 2.0711 -2.8837  0.001
H12 4.7330 3.4440 -2.9432  0.001
H13 5.9207 1.7977 -5.1608  0.001
H14 7.0290 2.9463 -6.0170  0.000
H15 4.2112 3.7668 -5.1933  0.000
H16 4.5445 2.7215 -6.5863  0.006
H17 5.7035 4.2288 -7.5610  0.002
H18 4.7193 6.4567 -7.3671  0.002
H19 3.7470 5.7792 -6.2564  0.000
H20 3.1057 5.6757 -9.0206  0.000
H21 2.5588 4.4259 -7.9708  0.001
H22 2.8332 2.7736 -10.1344  0.000
H23 4.4563 3.0389 -10.9003  0.000
H24 3.1730 4.1448 -11.1061  0.000
C9 1.5400 10.9034 -7.4394  0.000
C10 0.4479 11.8782 -7.0104  0.000
O4 0.2885 11.8488 -5.6787  0.000
O5 2.7718 11.2647 -6.8969  0.003
H25 1.6539 10.8038 -8.5188  0.000
H26 1.3811 9.9653 -6.9075  0.000
H27 -0.4062 11.3329 -7.4119  0.000
H28 0.6072 12.9091 -7.3267  0.000
H29 1.1574 12.0368 -5.3163  0.000
H30 3.1571 10.4529 -6.5590  0.000
C11 4.6636 14.1949 -4.7117  0.000
C12 3.8424 13.5207 -3.6104  0.000
O6 2.8162 12.7203 -4.2376  0.000
O7 5.6601 13.3842 -5.2607  0.000
H31 5.1071 15.1458 -4.4165  0.000
H32 4.0051 14.4574 -5.5397  0.000
H33 3.2818 14.3266 -3.1366  0.000
H34 4.3490 12.8974 -2.8735  0.000
H35 3.2111 12.5291 -5.0915  0.000
H36 5.9950 12.8343 -4.5486  0.000
C13 8.7959 5.7643 -5.0348  0.035
C14 7.9502 7.0517 -4.9474  0.030
C15 7.8600 7.8068 -6.2713  -0.001
O8 6.9455 8.8500 -5.9020  0.021
C16 6.7233 9.8805 -6.8324  0.002
N2 6.5573 6.5408 -4.6192  0.441
H37 9.7189 5.9766 -5.5742  0.007
H38 8.2263 4.8788 -5.3171  0.000
H39 9.0037 5.6668 -3.9692  0.000
H40 8.2189 7.7636 -4.1670  0.006
H41 7.3936 7.3050 -7.1191  0.000
H42 8.8973 8.1157 -6.4006  0.001
H43 6.1836 9.4110 -7.6549  0.000
H44 7.6622 10.3380 -7.1442  0.001
H45 6.0077 10.6406 -6.5188  0.001
H46 6.6413 5.8481 -3.8890  0.010
H47 6.0991 5.9681 -5.3134  0.006
C17 -0.9201 7.5901 -5.0506  0.000
C18 -0.1177 8.1995 -3.8901  0.000
C19 0.8893 7.2174 -3.4096  0.000
O9 0.4334 5.9739 -2.9783  0.000
C20 -0.0781 6.0588 -1.6516  0.000
N3 0.5164 9.4204 -4.1970  0.000
H48 -1.5389 6.7566 -4.7182  0.000
H49 -0.3099 7.2877 -5.9016  0.000
H50 -1.6259 8.3590 -5.3649  0.000
H51 -0.8600 8.4136 -3.1211  0.000
H52 1.4314 7.7622 -2.6367  0.000
H53 1.6300 7.0374 -4.1888  0.000
H54 -0.2597 5.0224 -1.3672  0.000
H55 -0.9813 6.6586 -1.5387  0.000
H56 0.7104 6.4982 -1.0407  0.000
H57 -0.0974 10.2060 -4.3585  0.000
H58 1.1365 9.2958 -4.9844  0.000

# 5
Density functional theory data (ωB97M-V with the def2-TZVPD basis set) for a cluster of 17 separate species, C32H48F6N16P in total in a non-equilibrium geometry.

Summary:
electronic energy = -83401.2503 eV
total charge = -1
largest force on an atom = 6.63 eV/Å
frontier orbital gap = 10.87 eV

Last column: Löwdin charge in e.
Element x y z (Å)
P1 -22.4749 -12.5485 4.1667  0.240
F1 -21.4760 -13.6948 3.6438  -0.166
F2 -21.2166 -11.6773 4.7198  -0.178
F3 -22.3549 -11.6408 2.7761  -0.195
F4 -23.5216 -11.5470 4.8298  -0.154
F5 -23.7557 -13.4340 3.5900  -0.195
F6 -22.6425 -13.4479 5.5913  -0.220
C1 -24.3648 -8.8282 8.3052  -0.070
C2 -25.7416 -8.2562 8.5003  -0.239
N1 -26.7650 -7.7244 8.7345  0.124
H1 -23.9428 -9.4004 9.1313  0.074
H2 -23.6272 -8.0534 8.0963  0.076
H3 -24.3706 -9.5918 7.5274  0.066
C3 -21.4185 -18.0315 9.6331  -0.046
C4 -21.7847 -17.2055 8.4124  -0.228
N2 -22.1299 -16.5291 7.5271  0.147
H4 -21.3040 -17.3251 10.4553  0.080
H5 -20.4749 -18.5019 9.3566  0.073
H6 -22.2462 -18.7359 9.7152  0.079
C5 -20.3881 -10.2031 -1.5490  -0.055
C6 -20.8763 -8.8391 -1.1996  -0.269
N3 -21.0939 -7.7464 -0.9132  0.128
H7 -19.6143 -10.2388 -2.3158  0.093
H8 -21.2817 -10.7649 -1.8211  0.060
H9 -20.1113 -10.5939 -0.5698  0.039
C7 -24.7454 -6.7701 1.9924  -0.067
C8 -25.7431 -5.9579 1.2533  -0.271
N4 -26.5652 -5.3396 0.7360  0.113
H10 -24.3494 -6.1351 2.7849  0.076
H11 -23.8374 -7.0840 1.4776  0.068
H12 -25.2621 -7.6102 2.4565  0.069
C9 -20.7393 -12.0342 7.7765  -0.069
C10 -21.2726 -12.2317 9.1098  -0.301
N5 -21.6374 -12.4095 10.1399  0.130
H13 -19.8197 -11.4528 7.8447  0.053
H14 -21.5268 -11.4885 7.2569  0.068
H15 -20.5563 -12.8992 7.1392  0.069
C11 -20.0061 -9.0564 2.3720  -0.039
C12 -19.0328 -10.0750 1.9215  -0.274
N6 -18.3242 -10.8920 1.5724  0.139
H16 -20.9288 -9.0906 1.7928  0.070
H17 -19.4782 -8.1134 2.5137  0.090
H18 -20.2187 -9.4591 3.3623  0.070
C13 -17.8362 -13.0903 4.9893  -0.040
C14 -17.3332 -12.5983 6.2918  -0.279
N7 -16.9832 -12.1816 7.2819  0.135
H19 -17.2703 -14.0035 4.8053  0.078
H20 -17.7315 -12.3875 4.1627  0.072
H21 -18.8712 -13.3559 5.2045  0.059
C15 -20.0187 -16.4236 4.8570  -0.093
C16 -20.7332 -17.6566 4.4642  -0.273
N8 -21.3389 -18.5866 4.1923  0.119
H22 -19.1898 -16.6118 5.5393  0.074
H23 -20.5970 -15.7616 5.5016  0.042
H24 -19.6635 -15.7780 4.0538  0.058
C17 -17.8460 -8.8632 7.3381  -0.086
C18 -18.0729 -7.5458 6.8456  -0.311
N9 -18.3348 -6.5141 6.4243  0.125
H25 -17.0982 -9.2848 6.6663  0.077
H26 -18.7616 -9.4510 7.4030  0.069
H27 -17.3645 -8.8130 8.3147  0.091
C19 -25.1030 -14.9302 6.3427  -0.096
C20 -26.1177 -15.6188 7.0907  -0.292
N10 -26.9439 -16.1615 7.7077  0.106
H28 -24.7010 -15.5191 5.5183  0.089
H29 -24.3071 -14.5750 6.9973  0.063
H30 -25.6311 -14.0663 5.9389  0.067
C21 -28.7115 -10.2680 6.8562  -0.081
C22 -29.2604 -10.0098 8.1772  -0.303
N11 -29.7474 -9.8506 9.2274  0.111
H31 -28.8022 -11.3509 6.7713  0.068
H32 -27.7448 -9.8310 6.6056  0.069
H33 -29.4178 -9.9054 6.1093  0.078
C23 -21.8954 -12.9161 -0.1459  -0.053
C24 -22.2033 -14.0983 -1.0095  -0.249
N12 -22.5485 -15.0543 -1.6021  0.121
H34 -22.1100 -13.1886 0.8874  0.065
H35 -22.4077 -12.0300 -0.5208  0.073
H36 -20.8335 -12.7798 -0.3504  0.057
C25 -26.3232 -11.4943 2.0285  -0.094
C26 -27.1808 -10.5710 2.6246  -0.299
N13 -27.8337 -9.7321 3.1552  0.121
H37 -25.4138 -11.4235 2.6252  0.074
H38 -26.1443 -11.3653 0.9610  0.089
H39 -26.6694 -12.5273 2.0639  0.070
C27 -18.0337 -14.3496 0.5562  -0.070
C28 -16.8638 -14.9304 1.2306  -0.294
N14 -15.9625 -15.3118 1.8278  0.117
H40 -18.8592 -15.0052 0.8336  0.078
H41 -17.8641 -14.3155 -0.5199  0.084
H42 -18.1885 -13.4035 1.0749  0.038
C29 -24.2164 -16.4547 0.9930  -0.077
C30 -25.6295 -16.9099 1.2790  -0.248
N15 -26.7076 -17.2780 1.5229  0.101
H43 -23.5230 -17.0911 0.4432  0.072
H44 -23.6731 -16.1453 1.8858  0.067
H45 -24.3515 -15.5102 0.4659  0.046
C31 -29.9311 -14.6544 5.6461  -0.064
C32 -28.8555 -14.1323 4.8451  -0.275
N16 -27.9548 -13.7621 4.1874  0.152
H46 -29.4495 -15.1637 6.4809  0.075
H47 -30.5653 -15.2518 4.9911  0.089
H48 -30.5427 -13.7949 5.9206  0.082

# 6
Density functional theory data (ωB97M-V with the def2-TZVPD basis set) for the molecule C4H2O in a non-equilibrium geometry.

Summary:
electronic energy = -6224.8598 eV
total charge = 0
SMILES = C#CC=C=O
largest force on an atom = 1.82 eV/Å
frontier orbital gap = 9.51 eV
ΔE to the lowest compared entry with this formula, charge and spin = 0.0 kJ/mol

Last column: natural (NBO) charge in e.
Element x y z (Å)
C1 1.7521 0.7882 -0.0064  -0.220
C2 0.7370 0.1501 0.0114  -0.025
C3 -0.4335 -0.6388 0.0012  -0.621
C4 -1.6453 -0.1616 -0.0019  0.772
O1 -2.7382 0.2315 -0.0018  -0.422
H1 2.6416 1.3440 0.0102  0.232
H2 -0.3137 -1.7135 -0.0127  0.284